(1)
Below is C20H28FO18Zn as an isolated structure, with properties calculated with the ωB97M-V functional and the def2-TZVPD basis.

Each line ends with the Löwdin charge.
CARTESIAN COORDINATES (ANGSTROEM)
Zn1 -0.531 -1.296 -1.269  1.37
O1 0.608 -4.063 -5.054  0.16
C1 0.326 -3.257 -4.005  -0.84
O2 -0.819 -2.989 -3.787  0.03
O3 1.107 -2.672 -3.245  0.11
H1 -0.335 -4.161 -5.201  0.11
C2 4.907 3.480 -3.992  -0.01
C3 5.323 2.412 -2.925  -0.31
C4 5.668 2.900 -1.569  -0.10
O4 4.638 2.368 -0.827  0.12
C5 3.847 1.660 -1.537  -0.62
O5 2.818 1.154 -1.083  0.10
O6 4.228 1.563 -2.776  0.14
H2 5.751 4.060 -4.368  0.08
H3 4.205 4.196 -3.565  0.08
H4 4.378 3.071 -4.852  0.08
H5 6.194 1.925 -3.365  0.15
H6 5.676 3.988 -1.503  0.15
H7 6.590 2.462 -1.187  0.15
C6 -0.856 5.712 -4.232  0.00
C7 -1.426 4.658 -5.237  -0.27
C8 -0.349 3.943 -6.000  -0.13
O7 0.009 2.864 -5.206  0.12
C9 -0.902 2.654 -4.310  -0.60
O8 -0.832 1.787 -3.441  0.09
O9 -1.769 3.616 -4.372  0.09
H8 -1.449 5.795 -3.321  0.09
H9 -0.867 6.702 -4.689  0.08
H10 0.168 5.468 -3.949  0.09
H11 -2.261 4.990 -5.855  0.16
H12 0.398 4.669 -6.321  0.14
H13 -0.726 3.614 -6.968  0.14
C10 4.306 -4.377 4.380  0.01
C11 2.898 -4.652 3.780  -0.31
C12 1.788 -4.017 4.511  -0.13
O10 0.807 -3.911 3.508  0.12
C13 1.507 -3.560 2.470  -0.58
O11 1.023 -3.072 1.448  0.08
O12 2.797 -3.865 2.622  0.10
H14 4.345 -4.781 5.392  0.08
H15 4.547 -3.323 4.517  0.09
H16 5.127 -4.785 3.790  0.09
H17 2.539 -5.662 3.581  0.17
H18 1.954 -3.030 4.944  0.15
H19 1.563 -4.730 5.304  0.15
C14 -7.258 -4.270 2.540  0.00
C15 -6.290 -3.061 2.308  -0.31
C16 -5.170 -3.063 3.261  -0.14
O13 -4.018 -2.805 2.546  0.12
C17 -4.337 -2.853 1.271  -0.57
O14 -3.590 -2.705 0.293  0.08
O15 -5.537 -3.324 1.163  0.12
H20 -6.761 -5.186 2.860  0.08
H21 -7.829 -4.513 1.643  0.09
H22 -7.898 -4.029 3.389  0.09
H23 -6.865 -2.135 2.286  0.16
H24 -4.969 -4.065 3.641  0.15
H25 -5.456 -2.295 3.980  0.15
C18 -2.089 3.036 4.228  -0.01
C19 -0.572 2.729 4.448  -0.23
O16 -0.246 1.770 3.443  0.17
C20 -1.214 1.561 2.641  -0.58
O17 -1.183 0.916 1.576  0.08
O18 -2.330 2.085 3.162  0.07
F1 -0.306 2.121 5.658  0.06
H26 -2.240 4.088 3.988  0.13
H27 -2.750 2.829 5.070  0.14
H28 -0.012 3.660 4.369  0.17

Cartesian forces (eV/Å) of the 3 atoms listed first:
Zn 1.0 -0.9 -1.1
O 0.8 0.9 1.6
C 0.3 -0.1 -0.9

The multiplicity is 1. The calculation puts the HOMO-LUMO gap at 0.1638 hartree. Its total charge is +1. The HOMO energy comes out at -11.77 eV.

(2)
Below is one molecule with the formula C20H28N2O4, with properties calculated with the ωB97M-V functional and the def2-TZVPD basis.

Each line ends with the Löwdin charge.
CARTESIAN COORDINATES (ANGSTROEM)
C1 3.570 0.803 -0.721  -0.05
H1 3.536 0.198 0.182  0.08
H2 4.612 1.004 -0.960  0.08
H3 3.138 0.227 -1.538  0.08
C2 2.814 2.114 -0.523  -0.35
C3 2.815 2.953 -1.795  -0.06
H4 3.839 3.158 -2.099  0.08
H5 2.310 2.434 -2.605  0.07
H6 2.311 3.901 -1.625  0.09
H7 3.301 2.688 0.272  0.14
C4 1.373 1.853 -0.014  -0.18
N1 1.385 1.346 1.338  0.12
C5 1.562 2.140 2.417  -0.44
O1 1.835 3.322 2.322  0.08
C6 1.432 1.446 3.733  -0.13
C7 0.555 0.385 3.937  -0.03
C8 0.461 -0.203 5.186  -0.08
C9 1.241 0.256 6.235  -0.09
C10 2.106 1.320 6.040  -0.08
C11 2.195 1.917 4.797  -0.02
H8 2.853 2.756 4.627  0.12
H9 2.706 1.686 6.860  0.10
H10 1.166 -0.211 7.207  0.10
H11 -0.226 -1.022 5.342  0.10
H12 -0.079 0.035 3.135  0.11
H13 1.150 0.368 1.433  0.12
C12 0.635 0.834 -0.858  -0.44
O2 0.424 -0.300 -0.499  0.12
O3 0.275 1.311 -2.047  0.03
C13 -0.550 0.444 -2.807  -0.05
H14 -0.040 -0.511 -2.957  0.12
H15 -0.722 0.949 -3.759  0.15
C14 -1.873 0.245 -2.044  -0.43
O4 -2.150 0.970 -1.111  0.09
N2 -2.681 -0.736 -2.487  -0.06
C15 -2.352 -1.676 -3.532  -0.15
C16 -1.479 -2.861 -3.067  -0.17
H16 -1.802 -3.754 -3.607  0.11
C17 -1.545 -3.126 -1.562  -0.19
C18 -2.968 -3.300 -1.019  -0.19
C19 -3.597 -1.985 -0.562  -0.17
C20 -3.876 -1.017 -1.710  -0.14
H17 -4.635 -1.426 -2.382  0.12
H18 -4.234 -0.068 -1.303  0.12
H19 -4.539 -2.187 -0.048  0.11
H20 -2.925 -1.495 0.145  0.12
H21 -2.933 -3.970 -0.157  0.11
H22 -3.599 -3.774 -1.775  0.11
H23 -1.051 -2.314 -1.025  0.10
H24 -0.972 -4.035 -1.369  0.11
H25 -0.435 -2.687 -3.334  0.10
H26 -1.862 -1.150 -4.356  0.12
H27 -3.302 -2.058 -3.914  0.12
H28 0.825 2.803 -0.037  0.17

Cartesian forces (eV/Å) of the 3 atoms listed first:
C -0.1 0.2 0.1
H 0.0 -0.1 0.1
H 0.1 0.0 0.0

Its SMILES is CC(C)[C@H](NC(=O)c1ccccc1)C(=O)OCC(=O)N1CCCCCC1. The calculation puts the energy above the lowest of the compared OMol25 structures with the same formula, charge and spin at 92.6 kJ/mol. The multiplicity is 1. The calculation puts the HOMO-LUMO gap at 0.3668 hartree. The HOMO energy comes out at -9.32 eV.

(3)
Below is C20H28N2SiV as an isolated structure, with properties calculated with the ωB97M-V functional and the def2-TZVPD basis.

Each line ends with the Löwdin spin population.
CARTESIAN COORDINATES (ANGSTROEM)
C1 1.055 2.137 1.877  0.00
C2 0.046 2.383 0.891  0.00
C3 -1.234 2.226 1.512  0.00
H1 0.214 2.658 -0.145  0.00
C4 -1.023 1.893 2.892  0.00
C5 0.395 1.851 3.122  -0.01
H2 0.875 1.763 4.100  0.00
H3 2.134 2.221 1.724  0.00
H4 -2.197 2.392 1.032  0.00
H5 -1.800 1.825 3.657  0.00
V1 -0.161 0.294 1.621  0.89
C6 -1.155 -2.328 -2.501  0.00
H6 -2.032 -1.947 -1.930  0.00
H7 -1.619 -2.560 -3.492  0.00
H8 -0.334 -1.618 -2.843  0.00
Si1 -0.226 -1.113 -0.964  0.03
C7 1.592 -0.811 -1.300  0.00
C8 2.276 0.421 -1.329  0.00
H9 1.871 1.318 -0.849  0.00
C9 3.531 0.524 -1.953  0.00
H10 4.063 1.479 -1.953  0.00
C10 4.126 -0.577 -2.573  0.00
H11 5.096 -0.489 -3.077  0.00
C11 3.466 -1.809 -2.515  0.00
H12 3.922 -2.685 -2.974  0.00
C12 2.238 -1.935 -1.868  0.00
H13 1.766 -2.919 -1.790  0.00
C13 -1.212 0.415 -1.541  0.01
C14 -0.782 1.007 -2.756  0.00
H14 0.199 0.769 -3.182  0.00
C15 -1.595 1.916 -3.444  0.00
H15 -1.239 2.372 -4.367  0.00
C16 -2.859 2.256 -2.961  0.00
H16 -3.493 2.976 -3.486  0.00
C17 -3.309 1.647 -1.789  0.00
H17 -4.293 1.885 -1.396  0.00
C18 -2.510 0.723 -1.099  0.00
H18 -2.896 0.250 -0.188  0.00
H19 -0.539 -2.260 0.000  0.01
H20 -0.681 -3.237 -2.034  0.00
N1 1.206 -0.816 2.666  0.01
C19 0.548 -1.759 3.624  0.00
C20 -0.853 -1.288 3.935  0.00
N2 -1.507 -0.812 2.681  0.01
H21 1.857 -1.330 2.067  0.00
H22 1.850 -0.199 3.172  0.00
H23 0.562 -2.766 3.187  0.00
H24 1.145 -1.800 4.540  0.00
H25 -1.433 -2.127 4.333  0.00
H26 -0.875 -0.466 4.661  0.00
H27 -2.389 -0.321 2.866  0.00
H28 -1.789 -1.632 2.139  0.00

Cartesian forces (eV/Å) of the 3 atoms listed first:
C -0.5 0.0 0.5
C -0.2 -0.3 0.0
C 0.3 0.3 0.7

The expectation value of S² is 0.7969. The multiplicity is 2. The calculation puts the HOMO-LUMO gap (alpha / beta) at 0.2370 / 0.2301 hartree. Its total charge is +2. The HOMO energy (alpha / beta) comes out at -13.65 / -13.45 eV.

(4)
Below is one molecule with the formula C20H28N4O4, with properties calculated with the ωB97M-V functional and the def2-TZVPD basis.

Each line ends with the Löwdin charge.
CARTESIAN COORDINATES (ANGSTROEM)
C1 -1.872 0.633 -3.328  -0.06
C2 -1.873 0.092 -1.906  -0.35
C3 -3.229 0.315 -1.228  -0.05
C4 -0.795 0.792 -1.084  -0.44
O1 -0.443 1.926 -1.350  0.07
N1 -0.309 0.132 0.019  -0.10
C5 0.822 0.715 0.721  -0.03
C6 -0.507 -1.276 0.228  -0.08
C7 0.357 -2.136 -0.700  -0.42
O2 1.003 -1.650 -1.610  0.09
N2 0.326 -3.468 -0.448  -0.01
C8 1.201 -4.401 -1.152  -0.07
C9 1.515 -5.500 -0.121  -0.23
C10 1.522 -6.880 -0.768  -0.14
N3 1.913 -7.935 0.147  0.08
C11 1.012 -8.760 0.747  -0.44
O3 -0.194 -8.630 0.616  0.06
C12 1.607 -9.803 1.611  -0.07
C13 2.771 -10.598 1.418  -0.09
N4 2.923 -11.483 2.355  0.09
O4 1.838 -11.301 3.208  0.02
C14 1.058 -10.321 2.746  -0.19
C15 -0.155 -9.995 3.492  -0.19
C16 -0.875 -11.092 4.240  -0.09
C17 -0.129 -10.049 5.003  -0.09
C18 0.426 -5.363 0.943  -0.16
C19 0.538 -4.228 1.924  -0.03
C20 -0.308 -4.086 0.687  -0.21
H1 -0.910 0.460 -3.809  0.09
H2 -2.649 0.139 -3.915  0.08
H3 -2.058 1.706 -3.329  0.08
H4 -1.664 -0.978 -1.952  0.12
H5 -3.251 -0.072 -0.207  0.07
H6 -3.449 1.383 -1.182  0.09
H7 -4.023 -0.172 -1.795  0.08
H8 0.833 1.784 0.537  0.09
H9 0.722 0.530 1.792  0.09
H10 1.764 0.288 0.366  0.10
H11 -0.258 -1.513 1.265  0.13
H12 -1.553 -1.556 0.100  0.12
H13 0.684 -4.823 -2.020  0.14
H14 2.081 -3.872 -1.514  0.13
H15 2.497 -5.319 0.326  0.15
H16 0.524 -7.123 -1.134  0.13
H17 2.202 -6.886 -1.623  0.13
H18 2.883 -8.033 0.391  0.14
H19 3.494 -10.561 0.618  0.12
H20 -0.755 -9.237 3.013  0.14
H21 -1.954 -11.055 4.231  0.11
H22 -0.444 -12.082 4.190  0.11
H23 0.804 -10.338 5.466  0.11
H24 -0.691 -9.290 5.527  0.10
H25 -0.116 -6.252 1.231  0.13
H26 0.034 -4.332 2.875  0.11
H27 1.465 -3.667 1.948  0.12
H28 -1.386 -4.024 0.757  0.15

Cartesian forces (eV/Å) of the 3 atoms listed first:
C 0.0 0.0 0.0
C 0.0 0.0 0.0
C 0.0 0.0 0.0

Its SMILES is CC(C)C(=O)N(C)CC(=O)N1C[C@H](CNC(=O)c2cnoc2C2CC2)[C@H]2C[C@H]21. The calculation puts the energy above the lowest of the compared OMol25 structures with the same formula, charge and spin at 344.5 kJ/mol. The multiplicity is 1. The calculation puts the HOMO-LUMO gap at 0.3481 hartree. The HOMO energy comes out at -9.05 eV.

E_tot? In order: -109171.6756, -32366.4258, -57722.3349, -35343.5551 eV.